Record 1
Density functional theory data (ωB97M-V/def2-TZVPD) for the molecule C23H33N3O5S2 in a non-equilibrium geometry.

Properties
SMILES: CCN(CC)S(=O)(=O)c1ccc(N2CCOCC2)c(NS(=O)(=O)c2ccc(C(C)C)cc2)c1
Strongest force on any atom: 1.127 eV/A
E_HOMO: -7.91 eV
Calculated total energy: -60763.936 eV
Molar mass: 495.7 g/mol

CARTESIAN COORDINATES (ANGSTROEM)
C 2.63355 3.68767 -0.63777
H 2.42442 4.66917 -0.21931
H 3.17651 3.82617 -1.56906
H 1.69120 3.18919 -0.85216
C 3.45830 2.87478 0.36148
N 3.57841 1.47389 0.05398
S 2.63817 0.38328 0.86192
O 2.35680 0.92633 2.16240
O 3.29284 -0.89335 0.78941
C 1.08921 0.26323 -0.01106
C 0.80710 -0.81494 -0.82547
C -0.42618 -0.90147 -1.43843
C -1.43140 0.05800 -1.22574
C -1.13734 1.11906 -0.33091
C 0.12141 1.21742 0.23542
H 0.34194 2.01029 0.93415
N -2.16449 1.97994 0.10008
S -3.29152 1.24787 1.17270
O -3.63396 2.29655 2.08709
O -4.34566 0.64291 0.41769
C -2.28919 -0.01091 1.93833
C -1.27546 0.36964 2.79365
C -0.35366 -0.56999 3.22260
C -0.45017 -1.89418 2.80816
C -1.51197 -2.25891 1.97994
C -2.41972 -1.32178 1.52583
H -3.23045 -1.57981 0.86335
H -1.61830 -3.29054 1.67716
C 0.55168 -2.95315 3.19976
C 1.49574 -2.52457 4.31853
H 2.14061 -1.71721 3.97995
H 2.12659 -3.36371 4.60322
H 0.94113 -2.20086 5.19652
C 1.36977 -3.36058 1.96787
H 2.01711 -4.19862 2.21574
H 0.72121 -3.65627 1.14662
H 1.99251 -2.53217 1.63892
H -0.01678 -3.82956 3.53828
H 0.45564 -0.25021 3.85593
H -1.21433 1.39692 3.11731
H -1.80589 2.79219 0.58478
N -2.66599 -0.05233 -1.79453
C -3.18120 -1.28803 -2.33570
H -2.65580 -2.14534 -1.91796
C -3.09460 -1.27396 -3.86780
H -3.56679 -2.15909 -4.29732
O -3.78947 -0.16577 -4.39151
C -3.30004 1.04557 -3.86048
H -3.91077 1.83477 -4.30090
C -3.39476 1.07873 -2.32794
H -2.98368 2.00992 -1.94860
H -4.43891 0.99836 -2.01284
H -2.24909 1.18553 -4.16311
H -2.03868 -1.23497 -4.18069
H -4.23721 -1.34641 -2.04718
H -0.61630 -1.73252 -2.09832
H 1.55868 -1.57478 -0.96858
C 4.37320 1.00618 -1.05352
C 3.62732 0.92783 -2.38608
H 3.32210 1.91128 -2.73106
H 4.27904 0.48642 -3.13618
H 2.74154 0.30652 -2.28459
H 4.71311 0.00598 -0.77584
H 5.24635 1.65886 -1.14832
H 4.46344 3.30575 0.44220
H 2.99311 2.90976 1.34798

Atom charges from the Mulliken analysis, given in e for atoms 1 to 2: -1.08 0.41

***

Record 2
Density functional theory data (ωB97M-V/def2-TZVPD) for a cluster of 3 separate species, C16H35FN4O7P in total in a non-equilibrium geometry.

Properties
Total charge: +1
Strongest force on any atom: 1.491 eV/A
E_HOMO: -12.59 eV
Calculated total energy: -49452.956 eV
Molar mass: 445.4 g/mol

CARTESIAN COORDINATES (ANGSTROEM)
C 0.15398 3.04303 2.10091
P -0.94920 2.73431 0.70309
C -0.41092 3.88762 -0.57328
N -0.58912 1.05527 0.04067
C -1.11066 -0.00460 0.63229
N -1.07044 -0.08256 1.98134
N -1.65397 -1.07600 -0.06982
C -2.71652 -0.78162 -1.05874
C -3.41992 0.55289 -0.89209
F -4.59297 0.47112 -1.61939
C -0.62524 -1.99142 -0.63767
C 0.51831 -2.27385 0.33188
C 1.80771 -1.52656 0.08127
N 2.25084 -1.52866 -1.24334
O 2.44602 -1.03891 0.98825
H -0.01918 2.33934 2.90689
H -0.15539 4.02816 2.45433
H 1.21516 3.09663 1.86125
H 0.65206 3.90251 -0.80897
H -0.66001 4.85801 -0.13916
H -1.00741 3.77530 -1.47509
H -0.74515 1.00333 -0.96226
H -1.88152 -0.33088 2.52047
H -0.20434 0.14218 2.45075
H -3.47609 -1.55116 -0.92214
H -2.35402 -0.89598 -2.08312
H -3.67585 0.76271 0.14809
H -2.85156 1.38489 -1.31113
H -1.13689 -2.92724 -0.85072
H -0.27856 -1.60672 -1.59951
H 0.20772 -2.09108 1.35152
H 0.77694 -3.33137 0.27267
H 1.65869 -0.97898 -1.85434
H 3.18524 -1.13212 -1.27213
C 1.46748 -1.45553 4.33153
C 2.38345 -2.13312 5.32677
O 1.66064 -2.64554 6.45387
C 0.99683 -3.78134 6.23016
O 0.96349 -4.38247 5.18687
O 0.38544 -4.13136 7.35391
C -0.40502 -5.32302 7.26222
H 0.87543 -0.68085 4.82838
H 2.05218 -1.00371 3.53177
H 0.78110 -2.18269 3.89415
H 3.09159 -1.42222 5.74585
H 2.94664 -2.93700 4.85531
H 0.18343 -6.14668 6.86649
H -1.27436 -5.15108 6.63020
H -0.72283 -5.54556 8.27529
C -0.57646 3.05299 -7.97935
C 0.83384 3.23164 -7.46685
O 0.86414 3.42060 -6.03292
C 0.72850 2.32913 -5.31071
O 0.60930 1.19719 -5.69418
O 0.75339 2.68443 -4.00719
C 0.57379 1.59260 -3.12729
H -1.20411 3.88783 -7.66685
H -0.57065 3.01012 -9.06742
H -1.01842 2.13159 -7.60268
H 1.28167 4.13669 -7.86852
H 1.47146 2.38986 -7.73140
H 1.28045 0.79022 -3.33789
H -0.45043 1.20985 -3.20999
H 0.75031 1.96989 -2.12229

Atom charges from the Mulliken analysis, given in e for atoms 1 to 2: -1.04 0.12

***

Record 3
Density functional theory data (ωB97M-V/def2-TZVPD) for the ion C8H17N4 with charge +1 in a non-equilibrium geometry.

Properties
Total charge: +1
SMILES: [H]/N=C(\N)N/C=C\C(=[NH2+])C(C)(C)C
Strongest force on any atom: 5.989 eV/A
E_HOMO: -13.07 eV
Calculated total energy: -14524.226 eV
Molar mass: 169.3 g/mol

CARTESIAN COORDINATES (ANGSTROEM)
C -0.28822 -1.40941 0.25273
C -1.65356 -1.67119 0.14688
C -3.08961 0.41049 0.07941
C 0.30506 -0.19153 -0.08766
C 2.30701 -0.44893 -1.45096
C 2.44304 -0.95185 0.97851
C 1.95078 1.53956 0.29838
C 1.77579 0.01074 -0.05005
N -2.73762 -0.96938 0.07640
N -3.66871 0.90197 -0.93549
N -2.61204 1.12708 1.16764
N -0.42392 0.68710 -0.85248
H 0.30435 -2.21018 0.52207
H -1.81344 -2.74401 0.10862
H 2.99132 0.33363 -1.86898
H 1.44168 -0.69252 -2.03222
H 2.88861 -1.32211 -1.35863
H 2.61636 -1.95683 0.77394
H 3.49085 -0.45167 0.91570
H 2.17111 -0.63229 1.92391
H 1.80136 1.79054 1.35501
H 1.30472 2.19849 -0.31250
H 3.04372 1.74376 0.12213
H -3.62072 -1.51505 -0.06678
H -3.72220 1.95452 -0.97517
H -2.53246 0.47843 1.98625
H -3.07042 1.97860 1.40343
H -0.13058 1.62731 -1.14089
H -1.47227 0.38472 -0.97919

Atom charges from the Mulliken analysis, given in e for atoms 1 to 2: -1.01 -0.13

***

Record 4
Density functional theory data (ωB97M-V/def2-TZVPD) for a structure of composition C38H38CoN8O2S in a non-equilibrium geometry.

Properties
Spin multiplicity: 5
Total charge: +1
Strongest force on any atom: 2.901 eV/A
E_HOMO (spin up / spin down): -10.33 / -10.34 eV
Calculated total energy: -104492.768 eV
Molar mass: 729.8 g/mol

CARTESIAN COORDINATES (ANGSTROEM)
Co -0.44051 1.42667 0.21959
C 5.29486 -2.41399 0.78876
C 4.11812 -3.10913 1.49133
C 4.28552 -4.14182 2.45756
C 3.20626 -4.68598 3.11578
C 1.87430 -4.37399 2.72728
C 1.70006 -3.49755 1.69691
C 2.83681 -2.65154 1.25315
N 2.51747 -1.43510 0.58426
C 1.34090 -0.68371 0.81124
N 0.79466 -0.76389 2.07665
C -0.38984 -0.18642 2.60248
C -1.06494 0.88857 2.03235
C -2.15052 1.44955 2.72285
C -2.61799 0.92200 3.92735
C -2.04123 -0.23707 4.41047
C -0.88927 -0.78379 3.78386
C -0.24764 -2.05974 4.30854
N 1.00802 0.24139 -0.07281
C 1.57028 0.10234 -1.44293
C 2.43641 1.07865 -1.84654
C 3.08956 1.12390 -3.09852
C 2.72689 0.13688 -4.01292
C 1.92155 -0.92188 -3.61699
C 1.25428 -0.94890 -2.38422
C 0.18628 -2.00585 -2.09599
H 6.18383 -3.10373 0.76267
H 5.52583 -1.44453 1.29161
H 5.22189 -2.20240 -0.31995
H 5.25307 -4.59903 2.65916
H 3.35649 -5.20778 4.03439
H 1.02096 -4.79912 3.26454
H 0.72280 -3.27957 1.20817
H 3.27732 -0.83199 0.17212
H 1.33770 -1.28827 2.71479
H -2.66851 2.31946 2.26805
H -3.61526 1.29128 4.28863
H -2.46899 -0.73398 5.26793
H -0.92387 -2.44190 5.07371
H 0.79451 -2.08506 4.66479
H -0.34210 -2.82196 3.60310
H 2.71258 1.92662 -1.18801
H 3.75045 1.92924 -3.34735
H 3.02358 0.29801 -5.07261
H 1.64865 -1.71811 -4.35408
H 0.35944 -2.83924 -2.86466
H -0.85711 -1.62039 -2.08825
H 0.33237 -2.42010 -1.13449
N -6.01980 -2.16610 -4.92280
C -5.46244 -1.62727 -3.78074
C -4.30279 -2.20101 -3.24617
C -3.76473 -1.73787 -2.02633
C -4.36625 -0.63283 -1.45666
C -5.54182 -0.02667 -1.96060
C -6.06872 -0.53496 -3.12059
S -3.52425 0.06038 -0.12665
O -4.23377 1.15344 0.45533
O -3.08187 -1.05542 0.68425
N -2.08042 0.73045 -0.75210
C -1.97759 1.57142 -1.81470
N -0.73279 2.22679 -1.73054
C -0.33265 3.02183 -2.73955
C -1.15618 3.11682 -3.82861
C -2.47224 2.64973 -3.72741
N -2.79306 1.74151 -2.79625
H -5.33812 -2.42172 -5.66687
H -6.81832 -1.67233 -5.35343
H -3.91369 -3.03404 -3.79910
H -2.90435 -2.18725 -1.52101
H -5.96936 0.81020 -1.40831
H -7.00807 -0.12144 -3.54930
H 0.61296 3.59849 -2.67127
H -0.87535 3.69510 -4.68454
H -3.23025 3.06021 -4.38328
N -0.12257 3.30071 1.00303
C 1.21333 3.63772 1.54138
C 1.78396 2.90876 2.55290
C 3.00999 3.28077 3.12453
C 3.59062 4.41906 2.60856
C 3.03973 5.15020 1.54538
C 1.90977 4.65687 0.92344
H -0.71069 3.05375 1.80492
H -0.55952 4.08948 0.47977
H 1.21000 2.03635 2.90736
H 3.55981 2.65998 3.85131
H 4.56105 4.73051 2.96181
H 3.46901 6.07047 1.19470
H 1.43554 5.19083 0.08439

Atom charges from the Mulliken analysis, given in e for atoms 1 to 2: -0.54 -1.44

***

> The lowest calculated total energy belongs to which entry?

C38H38CoN8O2S

***

> Number 1 is which compound?

C23H33N3O5S2

***

> What is the molar mass in the first record?

495.7 g/mol

***

> What is the formula in the second record?

C16H35FN4O7P